C27H21BeN5O4S | ωB97M-V/def2-TZVPD

Geometry as ORCA input:
```
! RIJCOSX wB97M-V def2-TZVPD def2/J DEFGRID3
* xyz 0 1
Be -0.549 2.057 -2.234
C -1.295 -4.561 3.580
O -0.173 -4.292 2.764
C 0.534 -3.161 3.014
C 0.382 -2.362 4.141
C 1.147 -1.214 4.288
C 2.035 -0.819 3.294
C 2.202 -1.646 2.176
C 1.482 -2.812 2.053
N 2.861 0.308 3.511
N 3.197 1.092 2.607
C 2.569 1.196 1.353
C 3.396 1.349 0.252
C 2.930 1.478 -1.058
C 1.567 1.550 -1.303
O 0.989 1.695 -2.463
C 0.707 1.524 -0.161
N -0.585 1.774 -0.474
C -1.498 1.766 0.467
C -1.155 1.563 1.810
C 0.162 1.380 2.156
C 1.157 1.319 1.157
H -1.815 -5.389 3.106
H -1.964 -3.698 3.633
H -0.999 -4.854 4.591
H -0.316 -2.632 4.922
H 1.029 -0.597 5.170
H 2.922 -1.373 1.416
H 1.631 -3.468 1.205
H 4.463 1.309 0.438
H 3.627 1.534 -1.883
H -2.519 1.958 0.159
H -1.926 1.594 2.566
H 0.436 1.314 3.197
O -3.926 3.036 -2.935
C -2.723 2.942 -2.805
O -2.001 1.869 -2.820
C -1.866 4.186 -2.608
C -2.303 5.495 -2.680
C -1.356 6.504 -2.592
C -0.016 6.170 -2.428
C 0.329 4.835 -2.319
N -0.587 3.876 -2.400
H -3.357 5.701 -2.803
H -1.654 7.542 -2.662
H 0.750 6.930 -2.382
H 1.352 4.507 -2.180
S -0.286 -1.061 -2.371
C -0.595 -2.685 -2.203
N -1.029 -3.423 -3.277
C -1.189 -4.770 -3.265
C -0.953 -5.481 -2.136
C -0.562 -4.777 -0.967
C -0.402 -3.428 -0.998
H -1.188 -2.893 -4.122
H -1.506 -5.224 -4.192
H -1.065 -6.554 -2.129
H -0.391 -5.321 -0.046
H -0.107 -2.860 -0.129
*
```

Properties
Frontier orbital gap in eV: 7.05
LUMO level in eV: -0.21
Calculated total energy in Ha: -2029.3138

CH5N2S | ωB97M-V/def2-TZVPD

Geometry as ORCA input:
```
! RIJCOSX wB97M-V def2-TZVPD def2/J DEFGRID3
* xyz 1 1
C -0.712 -0.576 0.137
N 1.322 -0.889 0.002
N -1.269 0.533 0.236
S 2.229 0.480 -0.035
H -0.941 -1.622 -0.020
H 1.304 -1.305 0.922
H -2.241 0.659 -0.018
H -0.800 1.396 0.575
H 2.419 0.479 -1.305
*
```

Properties
Frontier orbital gap (spin up / spin down) in eV: 8.30 / 8.30
Energy above the lowest of the compared OMol25 structures with the same formula, charge and spin in kJ/mol: 362.93
LUMO level (spin up / spin down) in eV: -5.55 / -5.55
Calculated total energy in Ha: -548.3993

C4H11NO2 | ωB97M-V/def2-TZVPD

Geometry as ORCA input:
```
! RIJCOSX wB97M-V def2-TZVPD def2/J DEFGRID3
* xyz 0 1
C 0.404 1.964 -1.991
N 0.788 1.491 -0.668
C 0.553 0.090 -0.289
C 0.397 -0.031 1.240
C 0.541 -1.442 1.742
O 1.412 -2.193 1.392
H 1.275 1.966 -2.658
H -0.388 1.294 -2.325
H -0.025 2.956 -1.897
H 1.687 1.648 -0.245
H -0.364 -0.198 -0.802
H 1.407 -0.579 -0.498
H -0.636 0.259 1.454
H 0.941 0.716 1.812
H -0.381 -1.945 2.100
O -3.149 -0.307 -0.740
H -3.298 0.460 -0.217
H -3.370 -0.053 -1.642
*
```

Properties
Frontier orbital gap in eV: 9.12
Energy above the lowest of the compared OMol25 structures with the same formula, charge and spin in kJ/mol: 220.05
LUMO level in eV: 0.66
Calculated total energy in Ha: -364.1844

C11H46N10O12 | ωB97M-V/def2-TZVPD

Geometry as ORCA input:
```
! RIJCOSX wB97M-V def2-TZVPD def2/J DEFGRID3
* xyz 0 1
O 6.819 4.768 8.408
H 6.610 4.091 9.052
H 7.659 5.123 8.698
O 8.084 9.820 9.567
H 8.431 9.290 8.849
H 7.164 9.566 9.630
O 8.751 5.179 9.310
H 9.612 4.806 9.121
H 8.616 5.009 10.243
O 7.137 7.449 8.608
H 6.857 7.639 9.504
H 8.087 7.571 8.623
O 9.889 10.412 10.068
H 9.149 9.814 9.963
H 9.746 11.089 9.406
C 11.240 4.720 8.336
O 10.695 4.629 9.420
N 10.766 4.191 7.229
N 12.330 5.391 8.153
H 9.868 3.775 7.431
H 11.117 4.361 6.298
H 12.810 5.379 7.264
H 12.887 5.905 8.820
C 10.887 11.085 7.792
O 9.777 11.019 8.304
N 11.876 11.567 8.432
N 11.038 10.863 6.503
H 11.803 11.921 9.375
H 12.764 11.735 7.981
H 10.156 10.771 6.019
H 11.785 11.050 5.850
C 9.304 5.728 11.672
O 8.433 4.969 11.254
N 10.267 5.375 12.455
N 9.390 6.918 11.243
H 10.999 6.049 12.629
H 10.229 4.467 12.897
H 8.891 7.142 10.394
H 10.056 7.509 11.719
C 13.841 7.903 7.371
O 14.513 8.252 8.293
N 12.611 8.049 7.304
N 14.365 7.468 6.243
H 12.186 8.519 8.090
H 12.179 7.970 6.395
H 15.349 7.650 6.109
H 13.794 7.312 5.425
C 12.204 3.673 11.541
O 13.161 3.224 12.162
N 11.150 3.066 11.000
N 12.131 4.918 11.126
H 10.949 2.089 11.164
H 10.508 3.599 10.430
H 12.919 5.504 11.362
H 11.588 5.159 10.309
C 10.224 6.896 5.945
C 10.436 6.772 4.441
C 9.174 6.174 3.935
O 10.498 7.972 3.819
H 9.305 6.385 6.235
H 10.239 7.955 6.200
H 11.044 6.303 6.351
H 11.279 6.131 4.185
H 8.915 5.177 4.290
H 9.256 5.867 2.892
H 8.246 6.735 4.045
H 9.776 8.496 4.172
C 10.042 8.455 7.528
C 10.078 7.288 8.495
C 11.279 7.455 9.495
O 8.874 6.997 9.229
H 9.793 9.278 8.198
H 9.231 8.323 6.812
H 10.923 8.667 6.922
H 10.285 6.438 7.845
H 11.371 6.600 10.164
H 11.216 8.309 10.170
H 12.156 7.426 8.848
H 8.618 6.072 9.262
*
```

Properties
Frontier orbital gap in eV: 7.17
LUMO level in eV: -0.39
Calculated total energy in Ha: -1896.1368

C6H10O | ωB97M-V/def2-TZVPD

Geometry as ORCA input:
```
! RIJCOSX wB97M-V def2-TZVPD def2/J DEFGRID3
* xyz 0 1
C -1.343 0.301 1.333
C -0.132 -0.462 0.822
C 0.130 -1.477 -0.320
C 1.278 -0.585 -0.876
O 0.857 0.133 -2.019
C 0.216 1.120 -1.207
C 0.720 0.581 0.147
H -1.994 0.661 0.523
H -0.807 1.213 1.737
H -1.961 -0.229 2.067
H 0.395 -0.847 1.711
H 0.442 -2.464 0.029
H -0.689 -1.579 -1.039
H 2.263 -1.046 -1.036
H -0.869 1.152 -1.353
H 0.648 2.102 -1.420
H 0.844 1.426 0.900
*
```

Properties
Frontier orbital gap in eV: 10.51
Energy above the lowest of the compared OMol25 structures with the same formula, charge and spin in kJ/mol: 256.51
LUMO level in eV: 1.04
Calculated total energy in Ha: -309.7447

C41H65NOsP2 | ωB97M-V/def2-TZVPD

Geometry as ORCA input:
```
! RIJCOSX wB97M-V def2-TZVPD def2/J DEFGRID3
* xyz 2 1
Os 0.459 0.284 0.831
C 2.158 0.752 2.214
C 2.815 0.835 0.948
C 2.034 1.767 0.156
C 1.126 2.400 1.078
C 1.209 1.784 2.388
C 0.977 2.328 3.803
C 2.310 3.021 4.151
C 0.723 1.208 4.813
C -0.126 3.370 3.949
C 2.202 2.185 -1.309
C 1.045 3.078 -1.756
C 3.485 3.018 -1.483
C 2.206 0.981 -2.252
C 4.298 0.416 0.878
C 4.875 -0.136 -0.426
C 4.705 -0.509 2.037
C 5.010 1.762 1.196
H 2.491 0.133 3.025
H 0.538 3.265 0.817
H 3.134 2.306 4.185
H 2.233 3.490 5.133
H 2.558 3.799 3.425
H 1.541 0.490 4.864
H -0.200 0.673 4.592
H 0.625 1.642 5.809
H 0.001 4.206 3.257
H -0.081 3.784 4.957
H -1.116 2.933 3.830
H 1.025 4.025 -1.213
H 0.083 2.569 -1.661
H 1.181 3.318 -2.811
H 3.529 3.835 -0.760
H 3.473 3.461 -2.480
H 4.397 2.434 -1.405
H 1.205 0.555 -2.320
H 2.885 0.197 -1.941
H 2.502 1.307 -3.252
H 4.428 -1.083 -0.723
H 5.940 -0.313 -0.273
H 4.787 0.557 -1.258
H 4.159 -1.447 2.080
H 4.604 -0.016 3.005
H 5.760 -0.752 1.920
H 4.844 2.523 0.441
H 6.082 1.570 1.259
H 4.684 2.156 2.160
C -0.449 -2.530 3.517
C 0.858 -2.894 2.819
C 2.052 -2.649 3.735
P 0.950 -2.100 1.161
C 2.410 -2.806 0.254
C 2.210 -2.660 -1.256
C 2.708 -4.263 0.607
C -0.394 -2.844 0.221
C -0.748 -4.181 0.273
C -1.719 -4.680 -0.589
C -2.315 -3.824 -1.504
C -1.964 -2.484 -1.565
C -0.985 -1.978 -0.706
N -0.613 -0.604 -0.650
C -1.364 0.228 -1.534
C -1.351 0.079 -2.914
C -2.178 0.886 -3.682
C -3.035 1.802 -3.079
C -3.015 1.968 -1.700
C -2.143 1.207 -0.932
P -1.729 1.386 0.814
C -1.991 3.183 1.231
C -1.624 4.173 0.116
C -3.407 3.513 1.729
C -3.004 0.478 1.800
C -3.293 -0.917 1.261
C -2.669 0.424 3.285
H -0.507 -3.053 4.473
H -1.325 -2.806 2.931
H -0.482 -1.458 3.722
H 0.839 -3.960 2.572
H 2.083 -1.616 4.083
H 3.007 -2.895 3.278
H 1.945 -3.276 4.621
H 3.257 -2.190 0.543
H 1.469 -3.373 -1.621
H 3.152 -2.873 -1.764
H 1.890 -1.660 -1.540
H 1.902 -4.922 0.283
H 2.893 -4.429 1.667
H 3.605 -4.569 0.067
H -0.297 -4.842 1.001
H -2.017 -5.718 -0.532
H -3.080 -4.194 -2.173
H -2.483 -1.848 -2.265
H -0.714 -0.663 -3.380
H -2.168 0.785 -4.759
H -3.705 2.397 -3.684
H -3.671 2.691 -1.239
H -1.307 3.345 2.054
H -2.489 4.402 -0.504
H -0.836 3.829 -0.545
H -1.306 5.110 0.574
H -4.177 3.229 1.010
H -3.473 4.595 1.848
H -3.651 3.066 2.689
H -3.898 1.086 1.646
H -4.107 -1.354 1.841
H -2.430 -1.575 1.361
H -3.600 -0.900 0.216
H -1.756 -0.148 3.442
H -3.475 -0.083 3.817
H -2.542 1.404 3.740
*
```

Properties
Frontier orbital gap (spin up / spin down) in eV: 6.30 / 5.87
LUMO level (spin up / spin down) in eV: -7.14 / -7.42
Calculated total energy in Ha: -2428.9476

Which of these has the lowest calculated total energy? C41H65NOsP2